C6H4O | ωB97M-V with the def2-TZVPD basis set

Each line ends with the Löwdin charge.
CARTESIAN COORDINATES (ANGSTROEM)
C (-2.2746, -0.3858, -0.7960)  -0.09
C (-1.0747, 0.2468, -0.2616)  -0.05
C (-0.1286, 0.8092, 0.2317)  0.06
C (1.1670, 1.1610, 0.7875)  -0.45
O (1.4533, 2.2068, 1.3310)  0.11
C (2.1188, 0.0640, 0.6237)  -0.04
C (2.8786, -0.8593, 0.4755)  0.15
H (-2.7799, 0.3345, -1.4469)  0.09
H (-2.9309, -0.6426, 0.0443)  0.09
H (-2.0307, -1.2954, -1.3601)  0.09
H (3.6017, -1.6391, 0.3710)  0.04

Calculated values
relative energy (zero: lowest compared OMol25 entry of this formula, charge and spin)	226.4	kJ/mol
largest force on an atom	0.70	eV/A
HOMO level	-10.25	eV
LUMO	-0.24	eV
SMILES	C#CC(=O)C#CC

***

C6H13NO | ωB97M-V with the def2-TZVPD basis set

Each line ends with the Löwdin charge.
CARTESIAN COORDINATES (ANGSTROEM)
C (-0.4078, 0.1915, -1.9866)  0.00
C (-0.3155, 1.5358, -1.8350)  -0.07
N (-0.2730, 2.3832, -2.9305)  0.18
C (-0.4690, -0.8884, -1.0319)  -0.14
C (-0.2099, -0.4844, 0.5193)  -0.06
C (1.0856, -0.2233, 0.7035)  -0.15
C (1.5381, 0.3754, 2.0271)  -0.07
H (-0.3758, -0.0752, -3.1124)  0.17
H (-0.1473, 2.0167, -0.8551)  0.15
H (-0.2184, 3.4415, -2.6974)  0.18
H (-0.8665, 2.1367, -3.7278)  0.14
H (0.2240, -1.7209, -1.2246)  0.14
H (-1.4549, -1.2560, -0.9388)  0.12
H (-0.9847, -0.4712, 1.1774)  0.07
H (1.8116, -0.3790, -0.0870)  0.12
H (0.8867, 1.2396, 2.2544)  0.10
H (1.8023, -0.4048, 2.6661)  0.06
H (2.5274, 0.8038, 1.8761)  0.07
H (-1.4797, -2.0534, 2.7300)  0.01
H (-0.9591, -3.1991, 3.5039)  0.03
O (-1.7142, -2.9683, 2.9694)  -0.05

Calculated values
relative energy (zero: lowest compared OMol25 entry of this formula, charge and spin)	200.9	kJ/mol
spin multiplicity	2
⟨S²⟩	0.76
largest force on an atom	6.42	eV/A
HOMO level (spin up / spin down)	-13.48 / -13.46	eV
LUMO (spin up / spin down)	-3.61 / -7.42	eV
charge	+1

***

C21H37Cl30F7NO7P | ωB97M-V with the def2-TZVPD basis set

Each line ends with the Löwdin charge.
CARTESIAN COORDINATES (ANGSTROEM)
C (3.0091, 4.8636, 5.5942)  -0.05
O (2.2560, 5.3239, 4.4733)  -0.13
C (2.9432, 5.3086, 3.2891)  -0.24
O (2.9125, 3.9541, 2.7631)  -0.13
P (2.5639, 3.8269, 1.2392)  0.42
O (3.1981, 4.8152, 0.3876)  -0.18
O (0.9863, 3.7641, 1.0715)  -0.09
C (0.1480, 3.9592, 2.2083)  -0.25
O (-1.1119, 3.4385, 1.8912)  -0.11
N (-1.4135, 2.2986, 2.7939)  0.05
O (-1.0786, 1.2802, 2.3673)  0.11
O (3.0498, 2.3342, 0.8150)  0.00
C (2.6041, 1.2210, 1.4911)  -0.53
F (1.7685, 1.5327, 2.4931)  0.14
F (1.9356, 0.4262, 0.6453)  0.18
C (3.8183, 0.4568, 2.0940)  -0.35
F (3.4577, -0.8296, 2.2371)  0.15
F (4.0738, 0.9626, 3.3084)  0.18
C (5.0861, 0.5236, 1.2240)  -0.50
F (5.9318, -0.4392, 1.6571)  0.17
F (5.6855, 1.7157, 1.3492)  0.17
F (4.7811, 0.2730, -0.0668)  0.18
H (2.4123, 4.1879, 6.1865)  0.09
H (3.2515, 5.7120, 6.2172)  0.09
H (3.9044, 4.3474, 5.2787)  0.08
H (3.9759, 5.5865, 3.4279)  0.14
H (2.4456, 5.9949, 2.6267)  0.13
H (0.0417, 5.0176, 2.3946)  0.14
H (0.5392, 3.4899, 3.1014)  0.12
C (5.6234, 2.3471, -3.2097)  -1.01
Cl (6.9729, 3.0857, -2.3445)  0.51
Cl (6.1689, 1.1548, -4.4003)  0.54
H (4.9886, 1.8445, -2.4936)  0.01
H (5.0742, 3.1229, -3.7283)  0.02
C (6.7836, -0.9625, -7.2528)  -1.01
Cl (8.0774, -0.5362, -8.3710)  0.53
Cl (5.2554, -1.2835, -8.0890)  0.54
H (7.0711, -1.8525, -6.7071)  0.03
H (6.6089, -0.1303, -6.5823)  -0.06
C (4.5976, -4.9511, -8.2633)  -1.05
Cl (4.0284, -5.7733, -9.7205)  0.50
Cl (5.9211, -5.8280, -7.4837)  0.50
H (4.9521, -3.9668, -8.5348)  -0.04
H (3.7743, -4.8759, -7.5642)  0.02
C (8.4650, 3.4875, 2.7351)  -1.04
Cl (7.3038, 4.2407, 3.8380)  0.49
Cl (10.0361, 4.2907, 2.7808)  0.52
H (8.5958, 2.4538, 3.0289)  0.02
H (8.0722, 3.5510, 1.7280)  0.02
C (0.8666, -2.3234, 3.1118)  -1.02
Cl (-0.7745, -2.7603, 2.6013)  0.55
Cl (1.6423, -3.6423, 3.9831)  0.52
H (1.4471, -2.0931, 2.2301)  0.01
H (0.8049, -1.4598, 3.7630)  0.03
C (-3.1314, -5.0275, 4.8325)  -1.05
Cl (-4.7618, -5.5203, 4.3557)  0.49
Cl (-2.2529, -6.3251, 5.6479)  0.51
H (-2.5796, -4.7474, 3.9439)  -0.01
H (-3.2110, -4.1856, 5.5087)  0.02
C (-4.2180, -2.3090, 1.7063)  -1.00
Cl (-4.9574, -2.2175, 3.3045)  0.52
Cl (-5.2201, -3.2370, 0.5810)  0.56
H (-4.0926, -1.3066, 1.3171)  0.03
H (-3.2602, -2.8009, 1.7996)  -0.05
C (-3.9659, 3.6633, 0.2814)  -1.03
Cl (-4.5459, 4.6471, -1.0689)  0.52
Cl (-4.5896, 4.2350, 1.8317)  0.51
H (-4.2937, 2.6424, 0.1278)  0.02
H (-2.8859, 3.7188, 0.3049)  0.00
C (-8.6451, -3.6379, 2.0514)  -1.04
Cl (-9.2968, -3.6899, 3.6924)  0.51
Cl (-9.6683, -4.5155, 0.9040)  0.50
H (-8.5829, -2.6041, 1.7359)  0.02
H (-7.6635, -4.0920, 2.0563)  -0.02
C (2.5274, -7.7815, 3.7104)  -1.02
Cl (1.9531, -6.9669, 2.2515)  0.49
Cl (2.1567, -6.8739, 5.1833)  0.49
H (2.0440, -8.7477, 3.7752)  0.02
H (3.6013, -7.8977, 3.6400)  0.02
C (3.5014, 1.8287, -9.0105)  -1.03
Cl (2.1133, 2.7457, -8.4092)  0.50
Cl (5.0178, 2.4807, -8.3874)  0.51
H (3.4059, 0.8043, -8.6757)  -0.02
H (3.5148, 1.8776, -10.0918)  0.03
C (-7.5052, 7.2670, -1.7607)  -1.04
Cl (-8.9424, 7.2687, -0.7320)  0.50
Cl (-6.9984, 8.9057, -2.1881)  0.50
H (-6.6979, 6.7840, -1.2250)  -0.01
H (-7.7321, 6.7268, -2.6710)  0.02
C (-5.9007, -6.5095, -0.6680)  -1.05
Cl (-7.5453, -7.0311, -1.0489)  0.50
Cl (-4.9545, -7.7897, 0.0972)  0.51
H (-5.4082, -6.2166, -1.5869)  0.03
H (-5.9576, -5.6670, 0.0082)  -0.06
C (-13.3107, -5.8549, 1.4994)  -1.05
Cl (-13.9356, -5.9051, 3.1516)  0.50
Cl (-14.3541, -6.7305, 0.3714)  0.50
H (-13.2507, -4.8212, 1.1839)  0.02
H (-12.3286, -6.3102, 1.4874)  0.01
C (0.2418, 3.7425, -4.9930)  -1.04
Cl (-1.0762, 4.2555, -3.9330)  0.50
Cl (1.7333, 4.6253, -4.6520)  0.50
H (0.4218, 2.6869, -4.8344)  0.02
H (-0.0453, 3.9279, -6.0202)  0.01

Calculated values
largest force on an atom	1.47	eV/A
HOMO level	-10.80	eV
LUMO	-1.44	eV

***

C18H20Br4Cl2N2O3SSiZr | ωB97M-V with the def2-TZVPD basis set

Each line ends with the Löwdin charge.
CARTESIAN COORDINATES (ANGSTROEM)
Zr (1.1246, 0.1031, 0.5901)  1.53
Cl (1.8291, -2.4633, -0.7800)  0.55
C (2.1824, -3.5982, 0.5542)  -0.94
Cl (1.1233, -3.3292, 1.9324)  0.60
H (3.2085, -3.4366, 0.8614)  0.04
H (2.0155, -4.5976, 0.1723)  0.03
C (-2.4221, -1.0719, -4.3261)  -0.18
Si (-3.2973, -0.0474, -3.0319)  0.50
C (-3.0183, 1.7802, -3.2996)  -0.18
C (-5.1358, -0.4023, -3.1214)  -0.19
C (-2.7195, -0.5351, -1.2986)  -0.23
C (-3.6104, -1.0052, -0.3464)  -0.06
C (-3.2100, -1.3300, 0.9530)  -0.05
C (-1.8874, -1.1721, 1.2780)  -0.12
N (-0.9951, -0.7489, 0.3695)  -0.13
C (-1.3752, -0.4258, -0.8854)  -0.74
S (-0.0529, 0.1538, -1.8552)  0.57
H (-2.8369, -0.8623, -5.3151)  0.03
H (-2.5495, -2.1385, -4.1285)  0.04
H (-1.3542, -0.8562, -4.3471)  0.00
H (-3.4279, 2.0888, -4.2645)  0.03
H (-1.9560, 2.0241, -3.2814)  0.01
H (-3.5148, 2.3656, -2.5226)  0.03
H (-5.5026, -0.1410, -4.1168)  0.03
H (-5.7059, 0.1862, -2.3993)  0.03
H (-5.3613, -1.4582, -2.9571)  0.03
H (-4.6566, -1.1166, -0.6079)  0.10
H (-3.9176, -1.6796, 1.6905)  0.11
H (-1.4940, -1.3587, 2.2689)  0.11
Br (2.4105, 1.0770, 7.3673)  0.71
C (2.5998, 0.6006, 5.5534)  -0.75
C (3.8575, 0.3601, 5.0110)  -0.75
Br (5.4058, 0.5014, 6.0770)  0.71
C (3.9810, 0.0121, 3.6608)  -0.65
Br (5.6435, -0.3430, 2.8460)  0.76
C (2.8571, -0.0906, 2.8607)  -0.41
O (2.8750, -0.4143, 1.5658)  -0.33
C (1.5824, 0.1535, 3.4115)  -0.41
O (0.5536, 0.0146, 2.5725)  -0.31
C (1.4604, 0.4908, 4.7478)  -0.64
Br (-0.2824, 0.7916, 5.3954)  0.77
C (4.6787, 1.4771, -2.6768)  -0.02
C (3.6714, 1.0245, -1.7326)  -0.16
N (2.8857, 0.6808, -0.9789)  0.09
H (5.1372, 0.6172, -3.1610)  0.09
H (5.4418, 2.0423, -2.1451)  0.10
H (4.2135, 2.1118, -3.4285)  0.09
C (-0.1345, 2.8227, 1.0715)  -0.17
O (0.9645, 2.0314, 0.6736)  -0.47
H (0.1268, 3.8801, 1.0002)  0.08
H (-0.4160, 2.5926, 2.1037)  0.08
H (-0.9956, 2.6389, 0.4197)  0.07

Calculated values
relative energy (zero: lowest compared OMol25 entry of this formula, charge and spin)	25.9	kJ/mol
largest force on an atom	0.97	eV/A
HOMO level	-7.65	eV
LUMO	0.10	eV

***

C5H7ClFN | ωB97M-V with the def2-TZVPD basis set

Each line ends with the Löwdin charge.
CARTESIAN COORDINATES (ANGSTROEM)
C (-1.1667, 0.5313, 0.1578)  -0.79
C (-0.6722, -0.4986, 1.1345)  -0.17
C (0.6437, -1.0950, 0.3560)  -0.14
C (1.0365, -0.2324, -0.7606)  -0.34
C (-0.1489, 0.7389, -0.9653)  -0.22
H (-0.2802, -0.0281, 2.0957)  0.13
H (-1.4049, -1.2243, 1.3764)  0.07
H (0.6785, -2.3995, 0.2278)  0.18
H (1.5983, -0.7506, 1.1783)  0.17
H (1.6667, -0.3536, -1.7458)  0.18
H (1.6691, 1.6138, -0.9827)  0.05
H (-0.7290, 1.2427, -1.8122)  0.15
N (1.1879, 1.1082, -0.3591)  0.07
F (-1.5410, 1.6618, 0.8296)  0.02
Cl (-2.5379, -0.3146, -0.7304)  0.65

Calculated values
relative energy (zero: lowest compared OMol25 entry of this formula, charge and spin)	303.2	kJ/mol
largest force on an atom	6.45	eV/A
HOMO level	-9.69	eV
LUMO	0.85	eV
SMILES	F[C@]1(Cl)CC[C@@H]2N[C@@H]21

***

C42H87N9 | ωB97M-V with the def2-TZVPD basis set

Each line ends with the Löwdin charge.
CARTESIAN COORDINATES (ANGSTROEM)
C (0.1144, -3.8554, 3.7508)  -0.10
C (0.6206, -2.7655, 2.8534)  -0.26
C (1.5905, -1.7488, 3.5848)  -0.18
C (2.8180, -2.3511, 4.1577)  -0.24
N (3.8756, -2.7295, 4.4501)  0.13
H (-0.4769, -4.5690, 3.1615)  0.06
H (-0.4952, -3.4751, 4.5844)  0.09
H (0.9907, -4.3692, 4.1781)  0.08
H (-0.2113, -2.1317, 2.5833)  0.07
H (1.1274, -3.1528, 1.9642)  0.08
H (1.0369, -1.3183, 4.4539)  0.10
H (1.9130, -0.9314, 2.9432)  0.08
C (4.1258, -3.2212, -2.0345)  -0.08
C (4.3167, -3.6119, -0.5587)  -0.24
C (5.0283, -4.9416, -0.4222)  -0.19
C (4.4608, -5.9974, -1.2835)  -0.24
N (3.9142, -6.7512, -1.9586)  0.15
H (5.0711, -2.9059, -2.4245)  0.07
H (3.5499, -2.2972, -2.1393)  0.05
H (3.6357, -3.9495, -2.6906)  0.08
H (3.3711, -3.7144, -0.0525)  0.07
H (4.9246, -2.8548, -0.0182)  0.09
H (4.9876, -5.3945, 0.5780)  0.12
H (6.1058, -4.8460, -0.6295)  0.12
C (-3.1006, -0.5186, 1.2935)  -0.11
C (-4.0775, 0.5337, 1.7594)  -0.24
C (-4.7841, 1.1776, 0.5717)  -0.21
C (-5.6744, 0.2879, -0.1494)  -0.25
N (-6.3862, -0.4477, -0.6324)  0.16
H (-2.7000, -1.0627, 2.1641)  0.07
H (-2.1843, -0.0785, 0.8328)  0.06
H (-3.5110, -1.2609, 0.5960)  0.07
H (-3.6796, 1.3949, 2.3081)  0.09
H (-4.8588, 0.1526, 2.4114)  0.11
H (-4.0475, 1.5520, -0.1133)  0.07
H (-5.3642, 1.9981, 0.9816)  0.12
C (-4.3507, 7.1375, 1.6077)  -0.11
C (-2.9406, 6.4988, 1.7016)  -0.23
C (-2.4582, 6.0951, 0.2648)  -0.19
C (-3.3935, 5.1776, -0.3914)  -0.26
N (-4.1374, 4.4186, -0.8257)  0.17
H (-5.0734, 6.3675, 1.2703)  0.08
H (-4.3301, 7.9779, 0.9397)  0.06
H (-4.7296, 7.5347, 2.5686)  0.08
H (-3.0146, 5.5981, 2.2834)  0.08
H (-2.2563, 7.2687, 2.0737)  0.11
H (-1.4468, 5.6404, 0.2280)  0.11
H (-2.3976, 7.0239, -0.3513)  0.13
C (0.6413, 4.0408, 3.6212)  -0.11
C (-0.7678, 4.1308, 4.1894)  -0.23
C (-1.6815, 2.9566, 3.5977)  -0.19
C (-1.0826, 1.6428, 3.7647)  -0.24
N (-0.7014, 0.5817, 3.9804)  0.19
H (1.3058, 4.8074, 4.0126)  0.07
H (0.6046, 4.1574, 2.5372)  0.06
H (1.0065, 3.0574, 3.9372)  0.07
H (-1.2737, 5.0727, 4.0130)  0.08
H (-0.7526, 3.9643, 5.3022)  0.12
H (-1.8911, 3.1381, 2.5357)  0.06
H (-2.6359, 2.8809, 4.1559)  0.12
C (0.9449, -0.5728, 0.3115)  -0.09
C (0.4905, -0.1536, -1.1097)  -0.24
C (0.3783, 1.3622, -1.3532)  -0.16
C (-0.4813, 2.1245, -0.3951)  -0.19
N (-1.1701, 2.6992, 0.3270)  0.20
H (0.9904, -1.6851, 0.2383)  0.06
H (0.1564, -0.2751, 1.0207)  0.06
H (1.9009, -0.0549, 0.5970)  0.07
H (-0.4672, -0.6491, -1.2637)  0.08
H (1.1824, -0.5729, -1.8527)  0.09
H (-0.0494, 1.6165, -2.3461)  0.08
H (1.4139, 1.7792, -1.3319)  0.11
C (4.7499, -0.7536, 1.7719)  -0.07
C (4.7199, 0.7719, 1.4676)  -0.24
N (4.1155, 1.1089, 0.2109)  -0.20
C (4.8461, 0.4837, -0.8745)  -0.25
C (4.1778, 0.5719, -2.2574)  -0.07
C (4.1088, 2.5580, 0.0723)  -0.27
C (3.0603, 3.2297, 0.9301)  -0.09
H (5.5444, -1.2797, 1.2462)  0.06
H (3.8305, -1.2493, 1.5026)  0.05
H (4.9074, -0.8320, 2.8156)  0.04
H (4.1394, 1.2904, 2.2444)  0.11
H (5.7019, 1.2647, 1.5785)  0.12
H (5.8867, 0.8204, -0.9419)  0.12
H (4.9599, -0.5821, -0.6637)  0.08
H (4.7717, 0.0050, -2.9907)  0.08
H (3.1317, 0.2823, -2.2277)  0.04
H (4.1976, 1.5915, -2.6382)  0.06
H (3.8566, 2.8295, -0.9543)  0.10
H (5.1038, 2.9535, 0.3159)  0.12
H (3.2906, 3.2339, 1.9738)  0.05
H (2.0731, 2.8018, 0.7709)  0.05
H (3.0706, 4.2847, 0.5766)  0.09
C (1.1827, -5.2149, -0.1627)  -0.07
C (-0.2474, -5.5078, -0.6713)  -0.20
N (-1.3125, -4.7212, 0.0714)  -0.18
C (-1.4737, -3.3859, -0.5132)  -0.27
C (-2.2935, -3.2730, -1.8065)  -0.07
C (-2.5815, -5.4236, 0.2877)  -0.27
C (-2.5079, -6.5277, 1.3327)  -0.09
H (1.3077, -4.1266, -0.1633)  0.03
H (1.8743, -5.6976, -0.8535)  0.05
H (1.3054, -5.4896, 0.8963)  0.08
H (-0.3518, -5.3457, -1.7608)  0.11
H (-0.4935, -6.5441, -0.4560)  0.10
H (-1.9477, -2.7079, 0.2925)  0.11
H (-0.4666, -2.9726, -0.6739)  0.08
H (-1.9366, -3.8240, -2.6598)  0.06
H (-3.3166, -3.5048, -1.5484)  0.06
H (-2.2347, -2.1972, -2.1193)  0.07
H (-2.8617, -5.9501, -0.6682)  0.12
H (-3.3920, -4.6965, 0.4620)  0.12
H (-2.0603, -6.1916, 2.2818)  0.06
H (-1.9920, -7.4033, 0.9518)  0.06
H (-3.5367, -6.8776, 1.5788)  0.08
C (-1.3300, 4.0037, -3.2279)  -0.08
C (-2.3243, 3.1473, -3.9978)  -0.24
N (-1.7961, 1.7961, -4.1248)  -0.21
C (-0.8137, 1.6960, -5.1545)  -0.27
C (0.2107, 0.5553, -4.9498)  -0.04
C (-2.8361, 0.7698, -4.1688)  -0.24
C (-3.4688, 0.5888, -2.8293)  -0.09
H (-1.1998, 3.6902, -2.1908)  0.03
H (-1.5794, 5.0636, -3.2949)  0.07
H (-0.3593, 3.8714, -3.7661)  0.07
H (-3.2764, 3.1097, -3.4995)  0.09
H (-2.5075, 3.6327, -4.9569)  0.12
H (-1.2424, 1.6307, -6.1764)  0.12
H (-0.3644, 2.6724, -5.2070)  0.09
H (-0.3579, -0.3760, -4.9454)  0.06
H (0.9409, 0.5147, -5.7262)  0.07
H (0.5510, 0.5991, -3.9200)  0.04
H (-2.3744, -0.1648, -4.4771)  0.10
H (-3.4957, 1.0551, -5.0067)  0.13
H (-4.0634, 1.4347, -2.5040)  0.06
H (-2.6775, 0.5527, -2.0845)  0.06
H (-4.1029, -0.2775, -2.7316)  0.07

Calculated values
largest force on an atom	2.28	eV/A
HOMO level	-8.19	eV
LUMO	0.41	eV
SMILES	CCN(CC)CC.CCN(CC)CC.CCN(CC)CC.CCCC#N.CCCC#N.CCCC#N.CCCC#N.CCCC#N.CCCC#N